{
  "formula": "C30H39F3N3O7PS",
  "method": "ωB97M-V/def2-TZVPD",
  "homo_lumo_gap_ev": 7.88,
  "largest_force_ha_per_bohr": 0.052,
  "smiles": "[H]/N=C(\\N)NCCCCC1=C(CCCC#C)C(=O)c2c(C[C@H]3CO3)cc(CCOCC(F)(F)F)c([PH2]=S)c2C1=O.COC(=O)OC",
  "lumo_energy_ev": -0.9,
  "elements": ["C", "C", "C", "C", "C", "C", "C", "C", "C", "C", "C", "N", "C", "N", "N", "C", "O", "C", "C", "P", "S", "C", "C", "C", "O", "C", "C", "F", "F", "F", "C", "C", "C", "C", "C", "O", "C", "C", "O", "H", "H", "H", "H", "H", "H", "H", "H", "H", "H", "H", "H", "H", "H", "H", "H", "H", "H", "H", "H", "H", "H", "H", "H", "H", "H", "H", "H", "H", "H", "H", "H", "H", "C", "O", "C", "O", "O", "C", "H", "H", "H", "H", "H", "H"],
  "xyz": [[1.97871, -2.30140, 6.25342], [1.63988, -1.67065, 5.29233], [1.20082, -0.81815, 4.19048], [1.62963, -1.38900, 2.82260], [0.48367, -2.08142, 2.04402], [0.71835, -1.92235, 0.57602], [-0.07171, -1.31122, -0.31082], [-1.38584, -0.65023, 0.00056], [-2.57756, -1.50387, -0.49645], [-3.71221, -0.63559, -1.05217], [-4.58415, -0.04873, 0.05653], [-5.26803, -1.10352, 0.82807], [-4.76892, -1.26255, 2.14700], [-4.43400, -2.42016, 2.53086], [-4.66333, -0.06254, 2.95673], [0.39296, -1.24701, -1.72430], [-0.35767, -1.36749, -2.66629], [1.86544, -1.03520, -1.90011], [2.39812, -0.21077, -2.90446], [1.27587, 0.64965, -4.06853], [1.68242, 2.50467, -4.55319], [3.79249, -0.08098, -2.95077], [4.51468, 0.82018, -3.92650], [4.82410, 2.18800, -3.24216], [4.58027, 2.15935, -1.84451], [3.46356, 2.88714, -1.42577], [3.46267, 2.94187, 0.10492], [2.24242, 2.62362, 0.58725], [3.73582, 4.17210, 0.56625], [4.33207, 2.09687, 0.65852], [4.57542, -0.79122, -2.06140], [4.06341, -1.60576, -1.06907], [5.02487, -2.32226, -0.16490], [5.56981, -3.53038, -0.95858], [5.23986, -4.87304, -0.42458], [4.65717, -4.26700, -1.67106], [2.67960, -1.69843, -0.98850], [2.00254, -2.50077, 0.07647], [2.44121, -3.53633, 0.51985], [2.35836, -3.03343, 6.92129], [1.71993, 0.12984, 4.33249], [0.12950, -0.64605, 4.26367], [2.42925, -2.10621, 2.98380], [2.05526, -0.59479, 2.20845], [0.56089, -3.14973, 2.25164], [-0.49501, -1.74029, 2.36218], [-1.46181, -0.42129, 1.05974], [-1.37937, 0.30850, -0.52400], [-2.25562, -2.17633, -1.28456], [-2.91224, -2.12533, 0.33247], [-4.31194, -1.20744, -1.75798], [-3.26598, 0.19013, -1.60989], [-3.94243, 0.56320, 0.69568], [-5.30718, 0.62212, -0.40418], [-6.25477, -0.88042, 0.86301], [-4.08393, -2.38382, 3.48788], [-3.71293, 0.28101, 2.86580], [-4.78762, -0.35411, 3.91916], [1.25485, -0.14388, -5.22689], [-0.01533, 0.59422, -3.55683], [3.92862, 0.96764, -4.82697], [5.46003, 0.34553, -4.17350], [4.32098, 3.00709, -3.74685], [5.89569, 2.35939, -3.34704], [2.52561, 2.40838, -1.70714], [3.46567, 3.91674, -1.78494], [5.64730, -0.67547, -2.15964], [5.88400, -1.69474, 0.05930], [4.55816, -2.72195, 0.72184], [6.55646, -3.42457, -1.39460], [4.28968, -5.07786, 0.04724], [5.85136, -5.72354, -0.69640], [-6.46923, 5.65711, -1.17203], [-6.30267, 5.39819, 0.22357], [-6.61021, 4.15480, 0.59026], [-6.99774, 3.28031, -0.14094], [-6.41108, 4.04537, 1.90134], [-6.70839, 2.74878, 2.42837], [-6.18650, 6.69400, -1.32761], [-5.82078, 5.01278, -1.76259], [-7.50705, 5.51649, -1.46774], [-6.07392, 1.99268, 1.97359], [-7.75900, 2.50509, 2.27756], [-6.50329, 2.78645, 3.49417]],
  "forces_ev_per_angstrom": [[0.2337, -0.4893, -0.3986], [-0.4404, 0.1854, 0.2775], [0.8065, -0.0827, 0.0194], [-0.4114, 0.0587, -0.0639], [0.6696, -0.4520, 0.0035], [-0.1375, 0.1026, 0.0131], [-0.0741, 0.2889, 0.5505], [0.0231, -0.3333, -0.6487], [-0.0435, 0.3163, -0.0524], [0.1776, -0.1850, 0.4576], [0.1822, -0.1164, -0.5202], [0.0961, 0.5343, -0.1105], [0.1831, -0.3203, -0.0904], [-0.2406, 0.0809, 0.1450], [-0.0795, -0.4688, -0.1685], [0.2330, -0.2929, 0.1656], [-0.0972, 0.1598, -0.1564], [-0.0726, 0.2377, -0.1278], [-0.4904, -0.4451, 0.3110], [0.3825, 0.9058, -0.5248], [0.0019, -0.0114, 0.1117], [-0.1396, 0.1284, -0.7137], [-0.2766, 0.2022, 0.6630], [0.6988, -0.3458, -0.3321], [0.1026, 0.3849, -0.0976], [-0.1745, -0.2116, 0.4382], [-0.0448, -0.0400, -0.0932], [-0.1385, -0.0399, 0.0216], [0.1525, 0.1185, 0.0460], [0.0883, -0.0800, 0.0947], [0.0756, 0.0557, -0.0643], [0.1223, 0.3356, 0.1626], [0.2639, -0.5873, -1.0866], [-0.2007, -0.0383, 1.9859], [-1.2617, -0.3190, -2.3409], [0.4545, -0.2984, -0.8133], [0.0459, -0.3270, 0.2054], [-0.2017, 0.1274, -0.2866], [0.1595, -0.0432, 0.2209], [-0.0472, 0.1261, 0.3282], [-0.2241, 0.2137, -0.0043], [-0.0872, 0.0738, -0.1082], [0.1020, -0.0408, -0.0388], [-0.1006, 0.1897, 0.0312], [-0.2737, -0.0760, 0.1095], [-0.0994, 0.1130, -0.0806], [0.0307, -0.0444, 0.1163], [-0.0967, 0.0828, -0.0329], [0.2040, -0.0320, -0.0262], [-0.2166, -0.1215, -0.0568], [-0.1790, -0.0558, 0.0972], [-0.0333, 0.0586, -0.1390], [-0.0834, 0.1362, 0.0997], [-0.1679, 0.0775, 0.1769], [-0.0465, -0.1328, 0.1353], [0.0088, -0.0652, 0.0078], [-0.0738, 0.3018, 0.0897], [0.1503, 0.1608, 0.1190], [-0.1285, -0.3220, 0.2560], [0.0783, -0.3263, 0.0789], [0.0909, 0.0846, -0.1405], [0.0220, -0.0899, -0.1754], [-0.3181, 0.0074, 0.1077], [0.0506, 0.1033, 0.0363], [-0.0525, 0.0268, -0.2306], [-0.0076, 0.0295, -0.1627], [0.0964, -0.0169, 0.1295], [-0.1305, 0.2351, 0.2617], [-0.0501, 0.2923, 0.2452], [0.0870, 0.1197, -0.2017], [0.6230, 0.1977, 1.4984], [0.2358, 0.0155, 0.2834], [0.0112, 0.1336, -0.1593], [0.0025, 0.0221, 0.0126], [0.0571, 0.0521, 0.0435], [-0.0030, -0.0445, -0.0367], [-0.0299, 0.0288, 0.0355], [-0.0407, -0.1733, 0.1401], [0.0243, 0.0071, 0.1219], [-0.0641, -0.0713, 0.0050], [0.0145, -0.0963, -0.0081], [-0.0499, -0.0241, -0.0392], [0.0171, -0.0116, -0.1070], [0.0699, 0.1598, -0.0208]],
  "lowdin_charge": [0.11, -0.15, -0.20, -0.16, -0.11, -0.09, -0.09, -0.12, -0.17, -0.18, -0.22, 0.01, -0.53, 0.15, 0.09, -0.30, 0.08, -0.07, -0.25, 0.47, 0.17, -0.20, -0.12, -0.19, -0.13, -0.11, -0.59, 0.12, 0.14, 0.15, 0.04, -0.12, -0.06, -0.33, -0.01, -0.05, -0.02, -0.26, 0.13, 0.02, 0.12, 0.11, 0.11, 0.11, 0.13, 0.10, 0.10, 0.12, 0.10, 0.10, 0.11, 0.11, 0.10, 0.11, 0.12, 0.05, 0.07, 0.08, 0.00, -0.02, 0.06, 0.11, 0.08, 0.12, 0.10, 0.14, 0.14, 0.13, 0.11, 0.14, 0.10, 0.10, -0.04, 0.01, -0.63, 0.12, 0.01, -0.04, 0.09, 0.10, 0.10, 0.06, 0.10, 0.09]
}